1.
{
  "formula": "C3H10NO2",
  "method": "ωB97M-V/def2-TZVPD",
  "species": ["H", "C", "H", "N", "H", "H", "O", "H", "C", "H", "O", "H", "H", "H", "H", "C"],
  "coordinates": [[2.479563, 1.329708, -0.729986], [1.231184, -0.543484, -0.505936], [-3.575885, -0.702232, -0.422554], [0.002159, -0.424884, 0.497006], [0.879802, -1.478662, 1.995913], [-3.000095, 0.174018, 0.629794], [-2.723988, -0.497883, -0.012791], [0.873310, -1.096675, -1.379401], [0.384727, -0.491104, 1.937482], [2.055315, -1.135717, -0.016706], [0.518771, 1.432909, -1.479230], [-0.347861, 0.516239, 0.309126], [-0.531277, -0.457812, 2.532253], [1.155465, 0.229700, 2.107906], [-0.738599, -0.990629, 0.072892], [1.500580, 0.872764, -0.886420]],
  "forces_ev_per_a": [[0.044, -0.045, -0.067], [1.282, 0.644, 0.492], [0.307, -0.220, -0.235], [0.328, 0.459, -0.848], [-0.401, 0.346, 0.624], [0.355, -0.084, -0.097], [-0.878, 0.284, 0.326], [-0.456, -0.134, 0.218], [-0.500, -2.502, -1.396], [-0.830, 0.728, -0.251], [-0.221, 0.477, 0.056], [0.249, 0.258, -0.540], [0.525, 0.255, 0.226], [0.022, 0.827, 0.209], [-0.144, -0.480, 1.198], [0.319, -0.811, 0.085]],
  "mol_weight_g_mol": 92.1,
  "total_energy_ev": -8854.8358,
  "homo_energy_ev": [-4.432, -7.686],
  "s2": 0.753,
  "de_lowest_kj_mol": 94.52,
  "homo_lumo_gap_ev": [4.65, 7.85],
  "spin_multiplicity": 2
}

2.
{
  "formula": "C3H10NO2",
  "method": "ωB97M-V/def2-TZVPD",
  "species": ["O", "C", "H", "H", "H", "O", "N", "H", "H", "C", "H", "C", "H", "H", "H", "H"],
  "coordinates": [[1.709282, 0.757145, 1.929453], [0.466271, 0.083122, -1.531117], [-1.127228, 1.108454, 0.474975], [1.350644, -0.295891, -2.039359], [-0.666106, 0.065933, 1.646905], [-2.615652, -1.160357, -1.229619], [-0.732130, 0.173839, 0.625430], [2.650571, 0.558676, 0.157360], [0.606705, -1.253396, 0.050625], [0.562476, -0.162176, -0.021666], [0.405926, 1.169694, -1.783043], [1.714306, 0.598361, 0.743263], [-1.467552, -0.461281, 0.166487], [-3.190747, -0.529320, -1.702824], [-3.315049, -1.616100, -0.724079], [-0.553628, -0.218231, -1.968117]],
  "forces_ev_per_a": [[-0.798, 0.719, -0.382], [-1.595, 1.824, -0.575], [0.678, 0.136, -0.214], [-0.355, -0.336, -0.140], [-0.060, -0.223, -0.219], [-1.183, 0.400, 0.555], [-1.766, -0.756, -0.103], [-0.034, 0.872, -0.048], [0.668, 0.146, 0.683], [-0.290, 1.016, -0.782], [0.510, -0.434, 0.484], [0.562, -3.041, -0.379], [0.644, 0.605, 0.754], [0.605, -0.068, -0.169], [0.527, -0.329, -0.108], [1.887, -0.532, 0.642]],
  "total_charge": 1,
  "mol_weight_g_mol": 92.1,
  "total_energy_ev": -8850.9677,
  "homo_energy_ev": -14.652,
  "de_lowest_kj_mol": 132.47,
  "homo_lumo_gap_ev": 10.76
}

3.
{
  "formula": "C3H10NO2",
  "method": "ωB97M-V/def2-TZVPD",
  "species": ["H", "H", "H", "H", "C", "H", "H", "O", "C", "C", "H", "O", "H", "H", "N", "H"],
  "coordinates": [[0.452371, -0.095308, -1.054930], [-1.219273, 1.800620, 0.365803], [1.671570, 0.690217, 1.139789], [1.550599, -2.008791, -0.947583], [-0.148085, 1.893259, 0.601121], [-0.622715, -0.822685, -0.020469], [0.108060, 0.224381, 1.812941], [-2.220444, -0.059007, -1.260256], [1.293544, -1.629252, 0.027889], [0.614085, 0.622099, 0.924650], [0.796062, -2.338053, 0.674289], [0.361194, 2.972945, 0.650417], [-3.074558, 0.366066, -1.103604], [2.190140, -1.248525, 0.505669], [0.318210, -0.446404, -0.111277], [-2.070759, 0.078438, -2.204449]],
  "forces_ev_per_a": [[-0.383, 0.292, -0.042], [-0.036, -0.345, -0.043], [0.136, 0.364, -0.414], [-0.218, -0.277, -0.197], [0.329, 0.797, -0.024], [-0.356, 0.474, -0.349], [0.323, 0.100, 0.196], [0.007, 0.223, -0.136], [-0.383, 0.884, 0.494], [-1.721, -0.946, 0.283], [0.170, -0.383, -0.061], [0.185, -0.093, 0.021], [0.045, -0.161, 0.080], [0.052, -0.115, -0.001], [1.943, -0.715, 0.182], [-0.094, -0.097, 0.013]],
  "total_charge": 1,
  "mol_weight_g_mol": 92.1,
  "total_energy_ev": -8850.7849,
  "homo_energy_ev": -14.379,
  "de_lowest_kj_mol": 150.12,
  "homo_lumo_gap_ev": 10.71
}

4.
{
  "formula": "C3H10NO2",
  "method": "ωB97M-V/def2-TZVPD",
  "species": ["O", "H", "C", "H", "N", "H", "H", "O", "C", "H", "H", "H", "C", "H", "H", "H"],
  "coordinates": [[1.275966, -1.851928, 2.579892], [1.063136, 1.710486, -0.106169], [0.020034, 1.794152, -0.371038], [2.624463, -2.209037, 1.148377], [-0.400057, 0.533087, -1.079420], [-2.421804, 0.816880, -1.589329], [0.253736, -0.223353, -0.833850], [0.981114, -1.072830, 0.572735], [-1.843034, 0.147416, -0.969761], [1.814354, -2.509083, 3.047669], [-0.585896, 1.886291, 0.524447], [-0.134771, 2.660500, -1.005359], [1.651004, -1.719036, 1.336983], [-2.108761, 0.169060, 0.088175], [-0.267876, 0.755596, -2.065371], [-1.921615, -0.888204, -1.277986]],
  "forces_ev_per_a": [[-0.431, -0.379, 0.913], [0.196, -0.042, 0.030], [-0.455, -0.247, 0.392], [-0.303, 0.173, -0.608], [0.144, 0.989, -1.120], [-0.243, 0.055, 0.086], [-0.309, -0.060, 0.345], [0.329, -0.058, -0.389], [0.649, -0.462, 0.907], [0.020, 0.221, 0.034], [0.094, 0.039, 0.102], [-0.101, -0.062, -0.112], [0.422, 0.000, 0.046], [-0.159, 0.270, -0.199], [0.296, -0.418, -0.081], [-0.149, -0.019, -0.344]],
  "total_charge": 1,
  "mol_weight_g_mol": 92.1,
  "total_energy_ev": -8851.9447,
  "homo_energy_ev": -15.214,
  "de_lowest_kj_mol": 38.21,
  "homo_lumo_gap_ev": 12.34
}